Below is an isolated molecule of CH3Cl2P at a distorted geometry, with properties calculated with wB97M-V/def2-TZVPD.

The geometry in XYZ format:
```
7
Properties=species:S:1:pos:R:3:forces:R:3:lowdin_charge:R:1
Cl 2.22823 0.41647 0.14598 -1.070 -0.086 -0.262 0.348
C 0.50157 -0.33507 0.27793 2.059 -1.241 -1.009 -0.848
P -0.75829 1.02624 -0.02523 1.356 0.033 0.899 0.393
Cl -2.39719 -0.11231 0.16540 -1.182 -0.732 0.305 0.131
H 0.56564 -1.23065 -0.51425 -0.575 2.018 2.048 0.079
H 0.60132 -0.65908 1.33774 -0.888 -0.075 -0.928 0.015
H -0.74128 0.89440 -1.38756 0.299 0.083 -1.053 -0.119
```
Forces are in eV/Å.

Values from the calculation:
2S+1: 1
Calculated total energy (eV): -35419.1613
F_max (eV/A): 2.932
Energy relative to the best compared isomer or geometry (same formula, charge and spin) (kJ/mol): 132.63
Highest occupied orbital energy (eV): -9.978
SMILES: ClCPCl

---

Below is a structure of composition C3H31BeO13 at a distorted geometry, with properties calculated with wB97M-V/def2-TZVPD.

The geometry in XYZ format:
```
48
Properties=species:S:1:pos:R:3:forces:R:3:lowdin_charge:R:1
Be 0.02238 0.92367 3.95158 -2.293 1.040 -4.847 0.964
C -0.92462 -0.77433 -1.38142 -1.944 -1.009 0.280 -0.036
C -1.36662 -0.15233 -0.07942 0.949 0.786 -0.688 -0.542
C -0.74263 -0.91433 0.99858 0.389 -2.742 1.260 -0.064
O -0.80862 1.10567 0.04858 0.542 1.533 1.029 -0.311
H -1.42863 -0.37533 -2.23242 0.020 0.635 -0.784 0.080
H -1.32962 -1.77133 -1.33742 0.097 -0.813 -0.220 0.110
H 0.12937 -0.82733 -1.50642 0.590 0.256 0.105 0.037
H -2.46163 -0.07533 -0.04742 -0.070 -0.505 0.188 0.156
H -0.96063 -1.96433 0.94158 0.025 -0.860 -0.282 0.097
H -1.08863 -0.72933 1.99558 -0.449 0.745 0.785 0.058
H 0.35438 -0.83133 1.00058 -0.337 -0.022 -0.329 0.084
O -1.52263 0.95067 -4.81142 1.094 -0.297 0.293 -0.064
H -0.65363 0.89067 -4.35342 -1.054 0.120 -0.567 0.035
H -2.16862 1.10267 -4.11542 -0.039 0.251 0.232 -0.008
O -2.59763 1.87667 -2.16542 0.532 0.173 -0.944 -0.015
H -2.02962 1.32967 -1.62442 0.190 0.265 0.436 -0.016
H -3.43763 1.92567 -1.73942 -0.906 -0.022 0.428 0.042
O 2.48738 -1.34433 -0.95242 -0.858 0.656 0.932 -0.054
H 2.68238 -1.75633 -1.77542 0.663 -1.081 -1.127 0.056
H 1.95037 -0.58733 -1.27442 0.564 0.240 0.144 0.003
O 2.38438 -2.18733 2.99258 0.595 0.138 -1.675 -0.056
H 2.55337 -1.62533 2.17458 -0.365 -0.682 1.779 0.036
H 1.81437 -1.73433 3.60358 -0.223 0.359 0.087 -0.014
O -2.59163 2.35467 1.45058 -0.538 -0.954 2.687 -0.013
H -2.97762 3.05167 0.96358 -0.745 1.294 -0.569 0.059
H -2.02062 1.88467 0.85558 1.617 -0.578 -1.663 -0.034
O 1.15638 -4.01233 -0.32742 -0.627 -1.493 0.629 -0.049
H 0.99438 -4.30133 0.59858 0.322 0.594 -1.012 0.068
H 1.35138 -3.08733 -0.35642 0.433 0.992 0.447 -0.031
O -1.77263 1.03467 3.69958 3.583 -1.259 0.820 0.075
H -2.14663 1.49567 4.42758 -1.440 0.845 0.887 0.102
H -2.19462 1.30367 2.83558 -0.152 0.968 -0.533 0.095
O 0.75337 3.47067 0.15858 -0.765 1.327 -0.207 -0.006
H 0.47737 2.57567 0.15858 -1.031 -1.341 -0.615 -0.054
H 1.53738 3.40267 0.65758 1.718 0.465 0.763 0.007
O 1.59637 1.12567 -1.38442 -0.897 -0.697 -0.265 -0.045
H 0.74438 0.87767 -0.95642 0.120 0.794 0.575 0.012
H 1.23438 1.25467 -2.27042 0.582 0.457 -0.337 0.085
O 0.57538 1.28067 2.36758 0.089 -0.436 4.767 0.006
H 1.41838 0.86067 2.09058 1.146 -0.301 -0.748 0.057
H -0.05562 1.07067 1.62458 -1.295 0.355 -2.029 0.047
O 0.77937 -2.79233 -3.01542 -0.295 2.089 -0.287 -0.028
H 0.37637 -2.20833 -2.34342 0.212 -0.837 -0.820 -0.019
H 0.92138 -3.59033 -2.55242 0.228 -1.698 0.823 0.003
O 2.73938 0.09167 1.31858 -0.472 0.694 1.484 -0.015
H 3.51838 0.62867 1.25758 0.938 0.715 0.510 0.098
H 2.72838 -0.22733 0.43058 -0.442 -1.158 -1.824 0.005
```
Forces are in eV/Å.

Values from the calculation:
2S+1: 1
Calculated total energy (eV): -30623.7151
F_max (eV/A): 5.462
Energy relative to the best compared isomer or geometry (same formula, charge and spin) (kJ/mol): 674.41
Total charge: +1
Highest occupied orbital energy (eV): -12.776

---

Below is an isolated molecule of C4H5FO2 at a distorted geometry, with properties calculated with wB97M-V/def2-TZVPD.

The geometry in XYZ format:
```
12
Properties=species:S:1:pos:R:3:forces:R:3:lowdin_charge:R:1
F -2.75593 0.08914 -0.49580 -0.917 0.187 -0.929 0.074
C -1.71228 -0.11881 0.27091 1.503 0.400 1.811 -0.158
C -0.35679 0.65649 0.37052 -0.371 -0.456 1.437 -0.244
O 0.72123 1.24655 -0.31895 1.745 -0.587 1.800 -0.061
C 1.66004 0.03075 -0.24074 0.508 -0.421 1.544 -0.073
O 0.78325 -1.15554 -0.02871 1.520 0.200 -1.645 -0.056
C -0.40163 -0.58200 -0.45895 -2.413 -1.105 5.327 -0.242
H -2.02955 -0.19846 1.39491 0.591 -0.672 -2.403 0.177
H -0.12571 0.28892 1.48170 0.068 1.345 -2.293 0.180
H 2.45766 -0.09858 0.61545 -1.792 1.106 -1.288 0.163
H 2.18823 0.06617 -1.17898 -0.083 -0.329 -0.491 0.114
H -0.42852 -0.22463 -1.41135 -0.358 0.333 -2.870 0.129
```
Forces are in eV/Å.

Values from the calculation:
2S+1: 1
Calculated total energy (eV): -11034.9357
F_max (eV/A): 5.952
Energy relative to the best compared isomer or geometry (same formula, charge and spin) (kJ/mol): 631.99
Highest occupied orbital energy (eV): -9.143
SMILES: FC1[C@@H]2OCO[C@@H]12

---

Below is a cluster of 2 separate species, C14H16O2 in total at a distorted geometry, with properties calculated with wB97M-V/def2-TZVPD.

The geometry in XYZ format:
```
32
Properties=species:S:1:pos:R:3:forces:R:3:lowdin_charge:R:1
C 0.35780 3.08425 1.47066 0.429 -0.285 1.245 -0.052
C 0.97683 1.72021 1.74226 -0.405 -0.693 -1.356 -0.266
C 0.37218 0.70738 2.48970 1.208 0.870 0.738 -0.069
C 0.98126 -0.53553 2.59255 -0.130 -0.180 -0.798 -0.028
C 2.10355 -0.83401 1.80419 0.092 -0.995 0.541 -0.304
O 2.75977 -2.04611 1.78121 0.144 0.175 -0.396 0.036
C 2.65351 0.09749 0.94006 -0.783 0.439 0.372 -0.015
C 2.06527 1.33828 0.93046 -0.793 1.284 0.097 -0.050
H 1.09153 3.69508 0.94989 -0.376 -0.034 -0.666 0.068
H 0.25192 3.63483 2.40245 -0.332 -0.029 0.326 0.070
H -0.63996 3.01441 1.02014 0.446 0.137 -0.243 0.073
H -0.42336 0.92296 3.19193 -0.368 0.045 -0.324 0.113
H 0.42043 -1.25210 3.17790 0.557 -0.439 0.119 0.108
H 2.52859 -2.68254 2.45362 -0.532 0.149 0.411 0.097
H 3.45554 -0.14797 0.27103 0.259 -0.198 -0.008 0.117
H 2.35260 2.12441 0.23995 0.533 -0.274 -0.098 0.105
C -2.61073 -0.34779 0.89696 -0.727 1.440 -0.570 -0.064
C -1.98711 -0.37233 -0.49501 -0.888 -1.895 1.902 -0.286
C -1.45263 -1.60774 -0.92864 0.501 1.836 -1.592 -0.019
C -0.94939 -1.64320 -2.22504 0.095 0.020 1.038 -0.012
C -1.00636 -0.50385 -3.00766 -0.186 -0.083 -1.295 -0.342
O -0.47824 -0.66392 -4.26398 0.492 -0.160 -0.358 0.029
C -1.58909 0.67906 -2.61428 0.216 -0.039 1.281 -0.015
C -2.14746 0.71842 -1.31260 2.203 0.626 -1.201 -0.051
H -2.64507 0.71189 1.23590 -0.244 -0.649 -0.073 0.076
H -2.19609 -0.91382 1.71468 0.653 -0.444 -0.160 0.057
H -3.63462 -0.71333 0.74106 0.020 0.253 0.394 0.082
H -1.25579 -2.43147 -0.28167 -0.258 -0.353 0.546 0.105
H -0.33779 -2.45785 -2.57928 -0.226 -0.270 -0.161 0.117
H -0.18287 0.15979 -4.66444 -0.224 0.116 0.218 0.101
H -1.35504 1.58983 -3.16517 -0.591 -0.165 -0.090 0.115
H -2.27574 1.71443 -0.90152 -0.789 -0.204 0.163 0.106
```
Forces are in eV/Å.

Values from the calculation:
2S+1: 1
Calculated total energy (eV): -18871.6156
F_max (eV/A): 2.828
Energy relative to the best compared isomer or geometry (same formula, charge and spin) (kJ/mol): 98.31
Highest occupied orbital energy (eV): -8.331
SMILES: Cc1ccc(O)cc1.Cc1ccc(O)cc1

---

Below is an isolated molecule of C3H5N3, with properties calculated with wB97M-V/def2-TZVPD.

The geometry in XYZ format:
```
11
Properties=species:S:1:pos:R:3:forces:R:3:lowdin_charge:R:1
C 0.40996 -1.37792 0.11687 0.046 -0.129 0.022 -0.026
N 0.01268 0.01171 0.01488 -0.058 0.194 -0.041 -0.127
C -0.91756 0.68170 0.75081 -0.014 0.017 0.017 -0.183
N -1.04450 1.91190 0.33363 -0.003 -0.202 0.105 0.000
N -0.17781 2.07562 -0.71648 0.109 -0.184 -0.039 0.001
C 0.43679 0.93751 -0.89009 0.010 0.035 -0.023 -0.184
H -0.08917 -1.98494 -0.64478 0.082 0.085 0.127 0.092
H 0.14287 -1.75579 1.10632 0.038 0.064 -0.157 0.091
H 1.49276 -1.46032 -0.00545 -0.164 -0.009 0.017 0.092
H -1.45616 0.22900 1.57332 0.068 0.089 -0.133 0.121
H 1.19013 0.73154 -1.63903 -0.114 0.040 0.104 0.122
```
Forces are in eV/Å.

Values from the calculation:
2S+1: 1
Calculated total energy (eV): -7661.6542
F_max (eV/A): 0.228
Energy relative to the best compared isomer or geometry (same formula, charge and spin) (kJ/mol): 77.32
Highest occupied orbital energy (eV): -9.859
SMILES: Cn1cnnc1

---

Below is a structure of composition C34H30Cl5N4O2PRu, with properties calculated with wB97M-V/def2-TZVPD.

The geometry in XYZ format:
```
77
Properties=species:S:1:pos:R:3:forces:R:3:lowdin_charge:R:1
Ru -0.33105 0.54974 -0.03427 0.434 0.659 -0.370 1.020
N -1.20077 -1.26707 0.42518 0.116 -0.175 0.078 -0.021
C -2.55980 -1.33520 -0.16923 -0.067 0.041 0.076 -0.261
C -3.46814 -2.37805 0.49132 0.022 0.027 -0.007 -0.119
C -3.60600 -2.37686 2.02187 0.005 0.026 0.004 -0.157
C -4.12024 -1.09427 2.69068 -0.022 0.005 -0.053 -0.142
N -5.25009 -0.46731 1.99687 0.027 -0.061 0.024 0.102
C -6.38564 -1.07998 1.69068 -0.003 -0.007 -0.015 -0.444
N -7.01276 -0.72348 0.57246 0.028 -0.003 -0.044 0.225
N -6.88885 -2.02986 2.48686 0.000 0.012 0.018 0.221
C -3.17256 0.07434 -0.21826 0.075 0.055 0.054 -0.599
O -4.37107 0.19056 -0.49483 -0.102 -0.032 0.027 0.007
O -2.38711 1.03730 0.05471 -0.068 -0.146 0.025 -0.142
H -0.62554 -2.02535 0.06275 -0.006 0.022 -0.020 0.065
H -1.26241 -1.37447 1.43327 0.005 -0.045 0.019 0.059
H -2.42708 -1.62744 -1.21231 -0.015 0.028 0.016 0.113
H -3.11895 -3.37096 0.19882 0.002 -0.006 0.009 0.126
H -4.45019 -2.25663 0.03091 0.007 -0.008 -0.024 0.114
H -2.65570 -2.62473 2.50373 0.009 0.010 0.006 0.102
H -4.27153 -3.20494 2.27552 0.001 -0.008 -0.010 0.110
H -3.34501 -0.32788 2.72488 0.005 0.010 -0.003 0.112
H -4.37566 -1.29278 3.73291 0.000 0.003 0.001 0.117
H -4.97283 0.19905 1.28061 0.016 0.052 -0.045 0.115
H -6.47440 -0.24073 -0.13975 0.004 -0.005 0.018 0.114
H -7.93676 -1.05130 0.35420 -0.009 0.014 0.009 0.131
H -6.54966 -2.12250 3.42852 0.000 -0.002 -0.001 0.126
H -7.74230 -2.50398 2.24951 0.002 -0.006 -0.006 0.130
C -2.17304 -0.30234 5.81032 0.009 -0.002 0.003 -0.081
C -1.47573 -1.15056 4.95752 0.001 -0.007 0.006 -0.088
C -0.79841 -0.62695 3.86823 0.060 -0.007 0.059 -0.129
C -0.80010 0.74881 3.62115 0.058 0.038 0.063 -0.341
C -1.48192 1.59236 4.49120 -0.110 -0.027 -0.042 -0.068
C -2.17090 1.06489 5.57784 -0.003 -0.001 -0.009 -0.063
P 0.12591 1.31505 2.16374 -0.195 0.008 -0.310 1.012
C 0.04519 3.12263 2.10068 0.034 -0.061 0.126 -0.366
C 1.20317 3.89036 2.03765 0.014 0.045 0.061 -0.073
C 1.11494 5.25980 1.82242 0.001 0.000 0.017 -0.066
C -0.12401 5.86330 1.67341 -0.002 -0.004 0.002 -0.070
C -1.28261 5.09724 1.72748 -0.007 -0.002 0.009 -0.070
C -1.20073 3.72976 1.92989 -0.005 0.022 -0.080 -0.126
C 1.82239 0.82636 2.44563 0.007 -0.079 -0.071 -0.338
C 2.48143 0.97122 3.63959 0.039 0.024 -0.061 -0.072
C 3.84602 0.64242 3.72375 0.003 -0.006 -0.005 -0.063
C 4.50445 0.20752 2.60599 0.024 -0.010 0.014 -0.016
C 3.84391 0.04482 1.36504 -0.018 -0.009 0.026 -0.166
C 4.54030 -0.38950 0.21152 -0.061 0.018 0.000 -0.031
C 3.86081 -0.53228 -0.95861 0.024 -0.014 -0.009 -0.066
C 2.46758 -0.29718 -1.02632 -0.060 -0.176 -0.086 -0.108
C 1.71261 0.10767 0.05358 -0.153 0.026 0.116 -0.202
C 2.45600 0.32056 1.27525 -0.052 0.093 0.134 -0.196
H -2.69549 -0.70568 6.66810 0.002 0.001 0.002 0.109
H -1.44335 -2.21514 5.15481 0.003 0.008 0.001 0.112
H -0.20371 -1.28629 3.24123 0.020 0.006 0.006 0.109
H -1.47425 2.66170 4.32523 0.009 -0.001 0.019 0.102
H -2.69213 1.72963 6.25426 -0.001 0.002 -0.002 0.111
H 2.17294 3.42238 2.15186 -0.003 0.001 -0.007 0.107
H 2.01786 5.85366 1.77204 0.001 -0.002 -0.003 0.110
H -0.18922 6.93017 1.50564 -0.001 -0.001 -0.001 0.109
H -2.24968 5.56426 1.59489 0.003 0.003 0.002 0.110
H -2.10330 3.12869 1.92044 0.005 -0.005 -0.018 0.103
H 1.95963 1.35076 4.51087 -0.001 0.009 -0.002 0.116
H 4.37159 0.75107 4.66282 0.002 -0.004 0.000 0.108
H 5.56110 -0.02771 2.65630 0.001 0.004 0.006 0.118
H 5.60168 -0.59412 0.27635 0.001 -0.001 0.000 0.116
H 4.37861 -0.84789 -1.85562 0.007 0.005 0.004 0.109
H 2.00672 -0.45953 -1.99085 -0.053 0.009 0.037 0.073
Cl -0.15979 2.78271 -1.51178 0.062 -0.188 0.339 0.751
C -0.33322 1.47391 -2.67681 0.013 -0.085 -0.104 -0.654
C -0.33424 0.22188 -2.09335 -0.192 -0.121 0.039 -0.337
C -0.36621 -0.84795 -2.97307 -0.009 0.041 -0.053 -0.671
Cl -0.23452 -2.47624 -2.35273 0.027 -0.039 -0.044 0.722
C -0.44795 -0.67321 -4.35513 -0.002 0.074 -0.065 -0.698
Cl -0.50100 -2.02556 -5.41370 -0.001 0.002 0.019 0.701
C -0.48285 0.62034 -4.88778 0.010 -0.059 0.053 -0.699
Cl -0.59040 0.85900 -6.58150 -0.004 0.003 -0.014 0.711
C -0.41023 1.72320 -4.03538 0.024 0.013 0.030 -0.703
Cl -0.40621 3.32647 -4.64061 0.001 -0.001 0.007 0.719
```
Forces are in eV/Å.

Values from the calculation:
2S+1: 2
Calculated total energy (eV): -120280.5104
F_max (eV/A): 0.871
Energy relative to the best compared isomer or geometry (same formula, charge and spin) (kJ/mol): 84.72
Total charge: +1
Highest occupied orbital energy (alpha / beta) (eV): -10.047 / -10.007